Density functional theory data (ωB97M-V/def2-TZVPD) for a molecular structure, C34H35Cl2MgN6OS.

```
! wB97M-V def2-TZVPD RIJCOSX def2/J DEFGRID3
* xyz -1 1
Mg 0.218 -1.563 0.216
C 1.894 0.372 2.866
C 3.143 0.099 2.010
C 2.921 -0.166 0.523
N 2.302 -1.465 0.199
C 2.924 -2.618 0.394
C 4.332 -2.705 0.790
C 5.194 -3.729 0.534
C 4.882 -5.121 0.445
C 3.644 -5.685 0.673
C 2.423 -5.100 0.752
C 2.070 -3.795 0.279
N 0.828 -3.505 -0.022
C -0.118 -4.614 -0.202
C -1.456 -4.481 0.535
C -2.358 -3.247 0.190
N -1.731 -1.994 0.624
C -2.209 -1.229 1.612
C -3.048 -1.861 2.617
C -3.595 -1.364 3.771
C -3.552 -0.075 4.297
C -3.064 1.084 3.658
C -2.342 1.139 2.468
C -1.709 0.121 1.712
N -0.567 0.294 1.029
C 0.165 1.523 1.225
C 1.011 1.573 2.480
H 1.256 -0.491 3.029
H 2.222 0.595 3.884
H 3.762 0.987 2.014
H 3.712 -0.722 2.443
H 2.215 0.526 0.056
H 3.914 -0.100 -0.037
H 4.753 -1.812 1.130
H 6.215 -3.479 0.357
H 5.708 -5.793 0.247
H 3.698 -6.771 0.896
H 1.632 -5.733 1.004
H -0.363 -4.714 -1.298
H 0.241 -5.618 0.017
H -2.088 -5.438 0.450
H -1.276 -4.426 1.578
H -2.531 -3.120 -0.919
H -3.339 -3.450 0.683
H -3.093 -2.960 2.517
H -4.025 -2.121 4.424
H -3.999 0.085 5.275
H -3.276 2.046 4.129
H -2.058 2.178 2.199
H 0.903 1.618 0.405
H -0.460 2.407 1.150
H 1.657 2.463 2.313
H 0.367 1.775 3.329
Cl -0.201 -0.791 -2.452
C 0.574 0.200 -3.732
C 0.605 -0.515 -4.884
C 1.413 -0.129 -5.940
C 2.251 0.955 -5.745
C 2.167 1.752 -4.635
Cl 3.205 3.084 -4.576
C 1.262 1.397 -3.503
S 1.160 2.380 -2.126
H 0.072 -1.459 -4.917
H 1.364 -0.610 -6.888
H 2.898 1.275 -6.544
N -1.826 7.162 0.285
C -2.924 6.991 -0.499
O -3.912 7.708 -0.456
C -2.986 5.793 -1.351
C -2.043 4.813 -1.547
C -2.430 3.691 -2.304
N -3.589 3.497 -2.840
C -4.553 4.404 -2.640
C -4.284 5.564 -1.961
H -1.887 7.925 0.924
H -0.942 6.741 0.068
H -1.025 4.884 -1.113
H -1.661 2.984 -2.659
H -5.562 4.227 -3.136
H -5.096 6.255 -1.779
*
```

- Highest occupied orbital energy: -0.14760 hartree
- Largest force on an atom: 3.80 eV/Å
- E_LUMO: 2.2 eV
- Frontier orbital gap: 0.22984 Ha